Here is a molecular structure, C25H40IN10O at a distorted geometry from the Open Molecules 2025 dataset. Energies are from ωB97M-V/def2-TZVPD.

The gap between HOMO and LUMO is 7.52 eV. Its LUMO energy is -4.5 eV. As for the charge: +1. The spin multiplicity is 1. For the molar mass, the calculation gives 623.6 g mol⁻¹. The highest occupied orbital energy is -12.031 eV.

Last column: Löwdin charge in e.
CARTESIAN COORDINATES (ANGSTROEM)
C: -3.458 -1.345 -3.126  0.12
C: -2.612 -0.833 -2.432  -0.16
C: -1.789 -0.063 -1.424  -0.20
N: -1.089 -0.909 -0.403  -0.12
C: -1.479 -0.331 0.925  -0.19
C: -0.752 -1.022 2.121  -0.17
C: -1.188 -0.354 3.486  -0.22
C: -1.143 -1.335 4.702  -0.24
C: -2.214 -0.916 5.803  -0.11
C: -1.477 -2.279 -0.452  -0.44
N: -2.672 -2.673 0.103  0.17
N: -0.594 -3.138 -0.993  -0.33
I: 0.443 -2.369 -2.589  1.27
C: -1.097 -4.514 -1.195  -0.19
C: -2.261 -4.670 -2.221  -0.24
O: -2.311 -4.185 -3.318  0.02
H: -4.011 -1.825 -3.939  0.07
H: -0.998 0.519 -1.960  0.09
H: -2.410 0.706 -0.907  0.13
H: -2.585 -0.266 1.055  0.13
H: -1.119 0.728 0.918  0.13
H: 0.336 -0.808 1.989  0.12
H: -0.888 -2.128 2.151  0.09
H: -2.256 -0.048 3.343  0.10
H: -0.571 0.563 3.670  0.08
H: -0.157 -1.254 5.212  0.10
H: -1.387 -2.381 4.404  0.10
H: -1.724 -0.524 6.724  0.07
H: -2.925 -0.164 5.388  0.07
H: -2.827 -1.794 6.117  0.05
H: -3.547 -2.585 -0.401  0.13
H: -2.646 -3.051 1.046  0.13
H: -0.244 -5.205 -1.401  0.13
H: -1.501 -4.855 -0.211  0.12
H: -3.112 -5.347 -1.918  0.14
C: 2.628 1.640 -2.934  -0.09
C: 1.523 2.312 -2.217  -0.23
N: 0.657 2.834 -1.666  0.13
H: 2.233 0.822 -3.531  0.05
H: 3.134 2.343 -3.586  0.05
H: 3.346 1.243 -2.216  0.09
C: 1.231 -5.162 -6.529  -0.04
C: 1.055 -4.824 -5.103  -0.24
N: 0.919 -4.560 -3.989  -0.07
H: 1.571 -4.286 -7.079  0.09
H: 1.969 -5.957 -6.632  0.09
H: 0.283 -5.499 -6.947  0.09
C: 0.723 3.859 1.936  -0.07
C: -0.192 3.271 2.937  -0.25
N: -0.905 2.814 3.717  0.14
H: 0.551 4.931 1.862  0.07
H: 1.757 3.686 2.232  0.08
H: 0.550 3.403 0.961  0.04
C: 1.901 7.279 0.009  -0.07
C: 2.826 6.545 0.895  -0.27
N: 3.545 5.971 1.586  0.13
H: 0.968 7.481 0.534  0.08
H: 2.351 8.223 -0.294  0.08
H: 1.692 6.685 -0.879  0.03
C: -1.708 -2.725 9.771  -0.07
C: -2.822 -3.175 8.913  -0.28
N: -3.689 -3.524 8.243  0.12
H: -1.769 -1.648 9.922  0.08
H: -1.761 -3.224 10.738  0.08
H: -0.757 -2.965 9.298  0.08
C: 0.523 5.873 -3.523  -0.06
C: 1.676 6.759 -3.268  -0.28
N: 2.573 7.449 -3.064  0.14
H: 0.467 5.107 -2.750  0.04
H: -0.399 6.454 -3.516  0.08
H: 0.632 5.392 -4.494  0.08
C: 5.408 -1.128 -4.882  -0.05
C: 4.685 0.150 -5.036  -0.23
N: 4.124 1.148 -5.154  0.14
H: 6.481 -0.956 -4.956  0.09
H: 5.184 -1.566 -3.910  0.08
H: 5.104 -1.821 -5.665  0.08

Here is a molecular structure, C25H40LaN3O5P2 at a distorted geometry from the Open Molecules 2025 dataset. Energies are from ωB97M-V/def2-TZVPD.

The gap between HOMO and LUMO (alpha / beta) is 5.03 / 5.03 eV. Its LUMO energy (alpha / beta) is -0.1 / -0.1 eV. As for the charge: 0. The spin multiplicity is 1. For the molar mass, the calculation gives 663.5 g mol⁻¹. The highest occupied orbital energy (alpha / beta) is -5.136 / -5.138 eV.

Last column: Löwdin charge in e.
CARTESIAN COORDINATES (ANGSTROEM)
C: -0.157 3.729 -2.931  -0.06
C: -0.319 2.408 -2.423  -0.38
N: 0.607 1.913 -1.499  -0.08
C: 1.624 2.709 -1.082  -0.37
C: 1.760 4.019 -1.522  -0.09
C: 0.875 4.531 -2.470  -0.08
C: -1.426 1.641 -2.859  -0.32
P: -1.918 0.028 -2.292  0.72
La: 0.275 -0.400 -0.391  1.73
P: 3.066 0.351 -0.271  0.77
C: 2.651 2.162 -0.089  -0.31
C: -0.417 -3.193 -1.254  -0.33
C: -1.219 -4.299 -0.631  -0.12
C: -0.634 -5.358 -0.004  -0.15
C: 0.768 -5.516 0.034  -0.16
C: 1.587 -4.545 -0.565  -0.16
C: 1.070 -3.440 -1.204  -0.19
O: -0.701 1.063 -6.842  -0.06
O: 3.012 -1.188 -3.907  -0.05
H: -0.888 4.081 -3.655  0.11
H: 2.591 4.620 -1.150  0.10
H: 0.987 5.547 -2.846  0.10
C: -3.463 0.379 -1.341  -0.28
C: -2.508 -0.778 -3.830  -0.26
H: 3.608 2.683 -0.241  0.09
H: 2.336 2.357 0.955  0.09
H: -0.833 1.046 -7.788  0.03
H: -1.993 2.086 -3.687  0.06
C: 3.740 0.037 1.399  -0.26
C: 4.575 0.464 -1.286  -0.27
H: -2.304 -4.181 -0.697  0.09
H: -1.254 -6.128 0.467  0.10
H: 1.199 -6.376 0.537  0.07
H: 2.673 -4.692 -0.466  0.10
H: 1.748 -2.767 -1.759  0.05
H: -0.796 -2.214 -0.832  -0.07
H: 2.514 -1.269 -4.738  0.05
H: 2.900 -0.284 -3.641  0.00
H: 0.238 1.270 -6.728  0.04
H: -0.816 -2.910 -2.230  0.07
H: -4.153 0.958 -1.972  0.04
H: -3.938 -0.565 -1.037  0.04
H: -3.214 0.948 -0.432  0.02
H: -3.544 -0.478 -4.044  0.05
H: -1.860 -0.492 -4.672  0.03
H: -2.468 -1.870 -3.701  0.03
H: 5.452 0.643 -0.650  0.05
H: 4.702 -0.486 -1.821  0.04
H: 4.483 1.272 -2.025  0.05
H: 4.836 0.050 1.348  0.04
H: 3.394 0.801 2.108  0.04
H: 3.392 -0.945 1.750  0.02
C: -3.527 0.872 4.838  -0.08
C: -2.871 0.410 3.551  -0.17
C: -1.331 0.232 3.647  -0.28
C: -0.617 1.490 4.233  -0.15
C: -0.997 2.800 3.563  -0.08
C: -0.969 -0.983 4.533  -0.35
O: -1.561 -1.293 5.550  0.10
N: 0.155 -1.716 4.160  0.21
C: 0.714 -1.783 2.890  -0.51
O: 1.658 -2.492 2.587  0.08
N: 0.102 -0.950 1.966  -0.01
C: -0.811 -0.025 2.252  -0.43
O: -1.199 0.672 1.234  -0.20
H: -3.173 0.260 5.674  0.07
H: -4.609 0.745 4.750  0.08
H: -3.323 1.927 5.046  0.07
H: -3.289 -0.561 3.244  0.13
H: -3.067 1.122 2.736  0.12
H: -0.836 1.539 5.312  0.13
H: 0.465 1.312 4.132  0.12
H: -1.906 3.228 4.000  0.07
H: -0.186 3.519 3.713  0.08
H: -1.152 2.670 2.485  0.07
H: 0.490 -2.418 4.810  0.17